(1)
Below is a cluster of 10 separate species, C39H44N3O19 in total at a distorted geometry, with properties calculated with ωB97M-V/def2-TZVPD.

Computed properties:
- charge = -1
- LUMO level (eV) = -0.86

Geometry as XYZ:
```
105
Properties=species:S:1:pos:R:3:lowdin_charge:R:1
C 0.2815 1.2979 1.3722 0.0268
C 0.3675 -0.0621 0.6072 -0.3056
O 0.7115 -1.1131 1.2112 0.0609
N 0.0965 0.0679 -0.8728 0.1126
H -0.6665 0.6389 -1.0378 0.0355
H 0.5645 0.9589 -1.3168 0.1513
C 0.2115 -1.2861 -1.7098 0.0493
H 0.9565 2.0049 0.9712 0.0487
H 0.0295 1.2559 2.4552 0.0719
H -0.7515 1.7749 1.2112 0.0977
H 1.1375 -1.7661 -1.3038 0.0819
H 0.0365 -1.2721 -2.6948 0.0177
H -0.6025 -1.9701 -1.3838 0.0821
N -2.9735 1.3869 -1.5198 -0.5258
O -3.6375 2.2639 -2.1228 -0.0274
O -1.9705 1.8469 -1.0188 -0.0606
O -2.8025 0.2409 -2.0738 -0.0721
N 0.4915 2.3559 -3.6558 -0.5041
O -0.1275 3.4839 -3.7558 -0.0658
O -0.1095 1.4229 -4.2588 -0.0587
O 1.0605 2.1239 -2.5208 -0.1543
C -5.2535 5.5539 0.6692 -0.0075
C -4.4685 4.1669 0.3532 -0.3687
C -3.5855 3.7799 1.6682 -0.0212
O -5.3395 3.0989 0.1222 -0.0079
H -5.6585 5.3809 1.6232 0.0475
H -5.9185 5.5309 -0.0958 0.0384
H -4.6165 6.2869 0.9752 0.0339
H -3.8685 4.1999 -0.4158 0.0600
H -2.5075 3.7859 1.4172 0.0716
H -4.0435 3.1719 2.2562 -0.0227
H -3.4115 4.7039 2.3782 0.0855
H -4.9375 2.6659 -0.5478 -0.0161
C 1.6835 -5.6021 -5.7638 -0.0645
C 1.1745 -4.0871 -5.6508 -0.4066
C 1.3365 -3.5341 -4.2018 -0.0386
O 1.8435 -3.1291 -6.5448 0.0391
H 1.0655 -6.0511 -4.9948 0.0339
H 2.7515 -5.6981 -5.4128 0.0763
H 1.6345 -6.0231 -6.8778 0.1129
H 0.0145 -4.2591 -5.7298 0.1536
H 0.5765 -2.6421 -4.3398 0.1247
H 2.2855 -3.3991 -3.9958 0.0271
H 0.7995 -4.0781 -3.4538 0.0418
H 1.4265 -2.4311 -6.5948 -0.0666
C -1.8755 0.7679 6.1282 0.0417
C -2.8815 0.2199 7.2212 0.1436
C -4.3285 0.8499 7.2772 -0.4094
O -5.2465 0.3549 7.9542 0.0527
C -4.6435 2.0339 6.4932 -0.0091
C -3.6025 2.5739 5.5652 0.0805
C -2.1725 1.9149 5.2762 -0.4331
O -1.4385 2.2809 4.3902 0.0936
H -0.8205 0.2959 6.1422 0.1286
H -2.6835 -0.5491 7.8472 0.0438
H -5.6935 2.5159 6.4592 0.1373
H -3.9575 3.5899 4.9722 0.1501
C -1.7695 -4.9271 -1.0278 0.1181
C -2.4535 -6.0171 -1.8768 0.1299
C -1.6785 -7.1221 -2.4838 -0.3710
O -2.1695 -8.0221 -3.1048 0.1134
C -0.1165 -7.0071 -2.3718 0.0811
C 0.4735 -6.0021 -1.5308 0.0336
C -0.3155 -4.9081 -0.9268 -0.4216
O 0.2225 -4.0491 -0.1998 0.0671
H -2.4435 -4.2691 -0.3988 0.1084
H -3.3325 -6.1411 -1.8748 -0.0181
H 0.4575 -7.6261 -2.7478 0.0050
H 1.5845 -6.2381 -1.4258 0.1412
C -1.1425 -2.5401 3.7122 0.1066
C -1.6905 -1.1811 3.2962 0.1239
C -2.7835 -1.1631 2.1642 -0.3178
O -3.2075 -0.1521 1.5592 0.0865
C -3.1745 -2.4841 1.6292 0.0464
C -2.8865 -3.7291 2.3052 0.0515
C -1.7275 -3.8471 3.2442 -0.3855
O -1.5405 -4.9111 3.8172 0.0816
H -0.4935 -2.5771 4.4632 0.0485
H -1.2025 -0.4581 3.6602 -0.0184
H -3.9585 -2.4651 0.9692 0.0828
H -3.3495 -4.5831 1.9472 0.0774
C 3.5975 3.9399 -0.8098 0.0598
C 4.6775 4.3909 -1.6318 0.0674
C 5.7565 5.3239 -1.0198 -0.3904
O 6.8085 5.6249 -1.5778 0.0696
C 5.5115 5.8299 0.3412 -0.0148
C 4.4505 5.4529 1.1092 0.0130
C 3.4825 4.4019 0.6192 -0.4119
O 2.7315 3.9129 1.4132 0.1020
H 2.7995 3.2429 -1.0578 0.0925
H 4.6535 4.2609 -2.7178 0.1125
H 6.3545 6.5209 0.8302 0.1600
H 4.1375 5.8319 2.1152 0.1285
C 4.8455 0.5459 0.4022 0.0747
C 6.0935 1.3429 0.5002 0.0795
C 6.9755 1.5229 -0.7108 -0.4503
O 8.1465 1.8509 -0.7288 0.0776
C 6.4465 1.0419 -2.0288 0.0695
C 5.1365 0.1979 -2.0868 0.1158
C 4.2485 0.0189 -0.8258 -0.4446
O 3.2055 -0.4721 -0.8768 0.1567
H 4.3965 0.5109 1.2922 0.0587
H 6.5565 1.6299 1.4602 0.1129
H 7.0595 1.3719 -2.9938 0.1475
H 4.6825 0.2289 -2.9678 0.0350
```


(2)
Below is a cluster of 6 separate species, C39H45BO4 in total at a distorted geometry, with properties calculated with ωB97M-V/def2-TZVPD.

Computed properties:
- charge = 0
- LUMO level (eV) = 0.43
- SMILES = C=C[C@@]1(CC)CC(=O)O[C@@H]1B(O)OC.c1ccccc1.c1ccccc1.c1ccccc1.c1ccccc1.c1ccccc1

Geometry as XYZ:
```
89
Properties=species:S:1:pos:R:3:lowdin_charge:R:1
C 0.6920 4.9418 -0.7100 0.0279
C -0.4047 4.2151 -0.7533 -0.1338
C -0.4333 2.6821 -0.4682 -0.3378
C -0.1744 2.0317 -1.8678 -0.1495
C 1.0597 1.0717 -1.9288 -0.0709
C 0.5193 2.2862 0.7295 0.0125
C -0.3486 1.0774 1.2685 -0.4246
O -0.0636 -0.0444 1.4122 0.1704
O -1.5836 1.6822 1.4781 0.0039
C -1.7897 2.4849 0.2844 -0.1326
B -3.1147 1.9735 -0.4586 -0.5635
O -3.2044 0.6294 -0.8156 0.1662
O -4.2206 2.7625 -0.7504 0.0192
C -4.1393 3.1320 -2.1560 -0.0371
H 1.6640 4.5637 -0.3747 0.0670
H 0.5947 5.9826 -1.0462 0.0703
H -1.3850 4.6711 -0.9670 0.1240
H 0.0573 2.8529 -2.5698 0.1108
H -1.0260 1.4802 -2.3081 0.1047
H 1.2698 0.7905 -2.9739 0.0824
H 0.8413 0.1715 -1.3281 0.0584
H 1.9782 1.5338 -1.5269 0.0629
H 1.5695 2.0829 0.4934 0.1158
H 0.4122 3.0622 1.5092 0.1330
H -2.0223 3.4868 0.7078 0.1325
H -2.3061 0.2869 -0.9483 0.1044
H -3.2345 2.6615 -2.5899 0.0857
H -5.0285 2.7151 -2.6582 0.1017
H -4.0794 4.2288 -2.2529 0.0974
C -1.0393 4.6515 4.5526 -0.0906
C -1.9257 4.3650 3.5223 -0.0864
C -2.9903 5.2195 3.2648 -0.0882
C -3.1711 6.3573 4.0405 -0.0955
C -2.2898 6.6382 5.0762 -0.0983
C -1.2230 5.7866 5.3315 -0.0977
H -0.2050 3.9887 4.7497 0.1004
H -1.7856 3.4769 2.9162 0.0782
H -3.6801 4.9984 2.4584 0.1014
H -3.9999 7.0247 3.8382 0.1001
H -2.4339 7.5226 5.6850 0.0997
H -0.5344 6.0071 6.1381 0.0997
C 1.1760 -4.0829 -1.7365 -0.0930
C 0.8481 -2.9042 -1.0785 -0.0966
C 1.3926 -2.6274 0.1693 -0.0882
C 2.2635 -3.5346 0.7605 -0.0859
C 2.5847 -4.7175 0.1069 -0.1036
C 2.0424 -4.9910 -1.1422 -0.1058
H 0.7554 -4.2943 -2.7123 0.1001
H 0.1661 -2.1992 -1.5401 0.0902
H 1.1378 -1.7060 0.6801 0.0687
H 2.6908 -3.3194 1.7325 0.1014
H 3.2591 -5.4271 0.5710 0.0956
H 2.2947 -5.9126 -1.6527 0.0969
C 4.8141 4.8758 -3.1736 -0.0957
C 4.5985 4.1301 -2.0224 -0.1033
C 5.0281 4.6110 -0.7915 -0.1032
C 5.6770 5.8362 -0.7132 -0.0960
C 5.9003 6.5777 -1.8659 -0.0959
C 5.4677 6.0987 -3.0957 -0.0958
H 4.4735 4.5037 -4.1322 0.1005
H 4.0944 3.1727 -2.0839 0.0902
H 4.8570 4.0303 0.1073 0.0991
H 6.0099 6.2126 0.2463 0.1007
H 6.4115 7.5308 -1.8059 0.1007
H 5.6402 6.6784 -3.9942 0.1005
C -4.5896 -2.4078 -0.7748 -0.0883
C -3.9183 -3.1343 0.2007 -0.0888
C -4.2421 -4.4667 0.4219 -0.0976
C -5.2408 -5.0726 -0.3295 -0.1022
C -5.9186 -4.3444 -1.2988 -0.1031
C -5.5922 -3.0130 -1.5226 -0.0955
H -4.3332 -1.3719 -0.9510 0.0753
H -3.1407 -2.6609 0.7890 0.1013
H -3.7159 -5.0335 1.1805 0.0994
H -5.4918 -6.1125 -0.1587 0.0980
H -6.7016 -4.8154 -1.8811 0.0977
H -6.1194 -2.4457 -2.2803 0.0987
C 1.8413 -9.5390 -0.6020 -0.0946
C 1.5133 -8.3604 0.0553 -0.1024
C 2.0585 -8.0854 1.3025 -0.1035
C 2.9290 -8.9914 1.8946 -0.0950
C 3.2502 -10.1742 1.2411 -0.0993
C 2.7079 -10.4475 -0.0076 -0.0990
H 1.4209 -9.7503 -1.5778 0.1000
H 0.8324 -7.6548 -0.4051 0.0970
H 1.8049 -7.1646 1.8134 0.0979
H 3.3564 -8.7759 2.8664 0.0999
H 3.9248 -10.8835 1.7053 0.0992
H 2.9601 -11.3690 -0.5182 0.0992
```